# 1
DFT (the ωB97M-V functional and the def2-TZVPD basis) results for a molecular structure, C21H14ClFN2O4 in a non-equilibrium geometry.

Calculated values
- Spin multiplicity: 1
- HOMO: -8.12 eV
- Energy: -1778.5473 a.u.

Geometry as XYZ:
```
43
C21H14ClFN2O4 the ωB97M-V functional and the def2-TZVPD basis
C 3.76 0.72 2.02
C 3.18 0.36 0.74
C 2.02 0.69 -0.06
C 2.27 0.04 -1.29
N 3.33 -0.52 -1.23
O 4.07 -0.48 -0.07
C 1.64 0.01 -2.46
C 0.65 -1.05 -3.00
C -0.16 -1.03 -4.11
C -0.29 0.14 -4.67
C 0.35 1.09 -4.47
C 1.18 1.20 -3.40
F 1.90 2.49 -2.80
H 0.26 2.08 -4.88
H -1.01 0.23 -5.62
H -0.50 -2.02 -4.32
Cl 1.00 -2.51 -1.92
C 1.19 1.64 0.32
O 0.89 2.12 1.39
O 0.21 1.67 -0.64
C -1.06 2.57 -0.31
H -1.51 2.43 -1.23
C -1.84 1.68 0.83
O -2.35 2.33 1.63
C -1.99 0.39 0.74
C -1.43 -0.52 -0.05
N -1.33 -1.64 0.42
C -1.93 -1.91 1.58
C -1.85 -2.91 2.50
C -2.37 -2.61 3.86
C -2.74 -1.32 4.13
C -2.53 -0.10 3.28
C -2.07 -0.52 2.05
H -2.59 0.92 3.68
H -2.93 -1.04 5.21
H -2.66 -3.57 4.44
H -1.94 -3.79 2.14
H -0.99 -2.77 -0.15
H -1.10 -0.32 -1.15
H -0.68 3.36 -0.01
H 4.65 1.44 2.01
H 3.12 1.07 2.42
H 4.20 -0.05 2.45
```


# 2
DFT (the ωB97M-V functional and the def2-TZVPD basis) results for a molecular structure, C19H21IrN4O10 in a non-equilibrium geometry.

Calculated values
- ΔE to the lowest compared entry with this formula, charge and spin: 56.91 kJ/mol
- Total charge: -2
- Spin multiplicity: 1
- HOMO: -0.85 eV
- Energy: -1812.2362 a.u.

Geometry as XYZ:
```
55
C19H21IrN4O10 the ωB97M-V functional and the def2-TZVPD basis
Ir -0.56 -1.23 -0.26
O 2.68 0.52 2.35
C 1.50 0.37 2.03
O 1.14 -0.47 1.13
C 0.48 1.23 2.77
C 0.90 1.81 3.94
C 0.09 2.69 4.67
C -1.14 3.09 4.15
C -1.56 2.56 2.95
C -0.85 1.49 2.25
O -1.34 0.85 1.32
N -2.78 3.08 2.40
O -3.02 2.95 1.21
O -3.56 3.67 3.16
N 0.54 3.24 5.89
O 1.63 2.88 6.34
O -0.17 4.06 6.48
H 1.90 1.58 4.29
H -1.75 3.82 4.66
N -1.35 0.76 -1.41
C -2.26 0.59 -2.52
C -1.72 -0.44 -3.50
C -1.96 -1.88 -3.03
O -2.72 -2.58 -3.70
O -1.33 -2.30 -1.99
H -1.75 1.25 -0.61
H -0.52 1.27 -1.69
H -2.45 1.55 -3.04
H -3.22 0.26 -2.13
H -0.65 -0.26 -3.65
H -2.22 -0.32 -4.47
C -0.17 -2.71 2.74
O -1.44 -2.76 2.10
C -1.52 -2.42 0.76
C -2.88 -2.95 0.30
H 0.24 -3.73 2.78
H -0.33 -2.36 3.76
H 0.52 -2.06 2.22
H -3.26 -3.70 1.01
H -2.82 -3.36 -0.70
H -3.57 -2.11 0.27
C 4.60 -0.25 -4.52
C 3.47 -0.48 -3.57
C 2.47 -1.41 -3.83
C 1.44 -1.59 -2.92
N 1.36 -0.92 -1.77
C 2.33 -0.04 -1.50
C 3.38 0.21 -2.36
H 4.41 -0.71 -5.49
H 5.53 -0.67 -4.13
H 4.77 0.82 -4.68
H 2.47 -1.99 -4.75
H 0.64 -2.30 -3.09
H 2.25 0.45 -0.53
H 4.13 0.94 -2.09
```


# 3
DFT (the ωB97M-V functional and the def2-TZVPD basis) results for a molecular structure, C5H6O3Zn in a non-equilibrium geometry.

Calculated values
- ΔE to the lowest compared entry with this formula, charge and spin: 49.21 kJ/mol
- Total charge: +1
- Spin multiplicity: 2
- HOMO (alpha / beta): -11.63 / -12.55 eV
- Energy: -2198.7469 a.u.

Geometry as XYZ:
```
15
C5H6O3Zn the ωB97M-V functional and the def2-TZVPD basis
O 3.80 -0.34 -1.91
C 3.46 -0.04 -0.85
O 3.43 0.33 0.29
O 1.04 -0.89 0.59
C -0.28 -1.31 0.45
C -1.27 -0.14 0.45
C -2.70 -0.62 0.42
C -3.56 -0.38 -0.55
Zn 2.06 0.03 1.58
H -0.54 -2.00 1.28
H -0.39 -1.86 -0.50
H -1.06 0.52 -0.41
H -1.11 0.45 1.37
H -3.01 -1.23 1.28
H -3.58 0.19 -1.48
```


# 4
DFT (the ωB97M-V functional and the def2-TZVPD basis) results for a molecular structure, C22H54O10S in a non-equilibrium geometry.

Calculated values
- ΔE to the lowest compared entry with this formula, charge and spin: 139.39 kJ/mol
- Spin multiplicity: 1
- HOMO: -9.21 eV
- Energy: -2021.0715 a.u.

Geometry as XYZ:
```
87
C22H54O10S the ωB97M-V functional and the def2-TZVPD basis
O -7.14 0.39 -1.25
S -5.69 0.37 -1.09
O -5.00 1.40 -1.87
O -5.11 0.52 0.44
C -3.81 -0.07 0.32
C -4.06 -1.41 -0.43
O -2.98 -1.62 -1.30
O -5.18 -1.18 -1.30
H -3.22 -0.12 1.23
H -3.15 0.47 -0.37
H -4.16 -2.19 0.33
H -2.80 -2.55 -1.28
C -11.90 3.73 -1.23
C -11.03 4.45 -2.25
O -9.65 4.47 -1.92
C -9.03 3.21 -1.79
C -9.07 2.36 -3.05
H -11.78 4.19 -0.24
H -12.95 3.79 -1.52
H -11.63 2.68 -1.14
H -11.34 5.50 -2.31
H -11.17 4.03 -3.25
H -9.45 2.66 -0.93
H -7.99 3.41 -1.53
H -10.10 2.12 -3.34
H -8.54 1.43 -2.89
H -8.61 2.90 -3.88
C 1.20 -1.12 -0.46
C 0.30 -0.35 0.48
O -0.22 -1.14 1.54
C 0.74 -1.71 2.41
C 1.62 -0.69 3.11
H 0.68 -1.98 -0.88
H 1.53 -0.47 -1.28
H 2.10 -1.49 0.04
H -0.57 0.01 -0.08
H 0.80 0.54 0.88
H 1.35 -2.44 1.87
H 0.18 -2.28 3.16
H 2.22 -0.11 2.41
H 2.31 -1.19 3.80
H 1.01 0.01 3.68
C 6.25 -2.51 0.82
C 5.35 -1.74 1.77
O 4.84 -2.53 2.83
C 5.80 -3.11 3.69
C 6.69 -2.10 4.40
H 5.72 -3.37 0.40
H 6.58 -1.87 0.00
H 7.15 -2.89 1.32
H 4.48 -1.38 1.21
H 5.86 -0.86 2.16
H 6.41 -3.85 3.15
H 5.24 -3.67 4.44
H 7.29 -1.52 3.69
H 7.37 -2.60 5.08
H 6.08 -1.39 4.97
C 3.64 -4.56 -4.04
C 4.13 -3.46 -3.11
O 5.29 -3.80 -2.38
C 6.45 -4.11 -3.14
C 6.92 -2.98 -4.03
H 3.45 -5.47 -3.48
H 2.72 -4.25 -4.54
H 4.38 -4.79 -4.81
H 3.36 -3.25 -2.37
H 4.29 -2.52 -3.66
H 6.28 -5.03 -3.73
H 7.23 -4.35 -2.42
H 6.17 -2.71 -4.79
H 7.83 -3.26 -4.56
H 7.12 -2.08 -3.44
C 3.08 4.85 2.33
C 2.36 4.07 1.24
O 1.66 2.94 1.72
C 0.64 3.19 2.67
C -0.46 4.10 2.16
H 3.78 4.20 2.86
H 3.64 5.68 1.89
H 2.39 5.26 3.06
H 3.09 3.69 0.53
H 1.69 4.72 0.68
H 1.08 3.58 3.60
H 0.22 2.22 2.92
H -0.09 5.09 1.91
H -1.24 4.21 2.92
H -0.92 3.67 1.26
```


# 5
DFT (the ωB97M-V functional and the def2-TZVPD basis) results for a molecular structure, C25H28BrIrN5S2Se in a non-equilibrium geometry.

Calculated values
- Total charge: +1
- Spin multiplicity: 1
- HOMO: -10.72 eV
- Energy: -7119.1404 a.u.

Geometry as XYZ:
```
63
C25H28BrIrN5S2Se the ωB97M-V functional and the def2-TZVPD basis
Ir 1.82 1.96 -0.64
C 3.10 -3.65 0.20
C 3.60 -2.26 0.01
C 4.95 -1.93 0.13
C 5.36 -0.63 -0.12
C 4.40 0.30 -0.48
Br 4.87 2.08 -0.95
N 3.10 0.02 -0.55
C 2.72 -1.23 -0.31
H 3.92 -4.36 0.18
H 2.39 -3.91 -0.59
H 2.58 -3.74 1.15
H 5.67 -2.67 0.42
H 6.40 -0.34 -0.05
H 1.66 -1.43 -0.38
S 2.09 4.01 0.77
C 1.55 4.87 -0.63
S 1.26 3.89 -2.01
C 1.34 6.24 -0.60
C 0.95 6.95 -1.74
N 0.62 7.50 -2.69
C 1.51 6.96 0.60
N 1.63 7.52 1.60
C 0.02 0.29 4.74
C -0.20 -1.18 4.41
C -0.45 -1.42 2.92
C -1.77 -0.83 2.41
N -1.81 -0.90 0.97
C -1.09 -0.11 0.15
Se -0.22 1.41 0.74
N -1.20 -0.56 -1.12
C -0.49 -0.05 -2.26
C -1.03 1.27 -2.83
C -2.50 1.27 -3.25
C -3.46 1.42 -2.08
C -2.02 -1.67 -1.12
C -2.49 -2.49 -2.14
C -3.31 -3.54 -1.78
C -3.67 -3.77 -0.45
C -3.24 -2.95 0.57
C -2.40 -1.89 0.22
H 0.38 0.40 5.76
H -0.91 0.85 4.66
H 0.76 0.73 4.08
H -1.03 -1.57 5.00
H 0.69 -1.74 4.69
H -0.45 -2.49 2.72
H 0.37 -0.95 2.37
H -1.86 0.22 2.71
H -2.63 -1.37 2.81
H -0.49 -0.82 -3.03
H 0.56 0.14 -1.95
H -0.40 1.50 -3.70
H -0.88 2.07 -2.11
H -2.73 0.36 -3.81
H -2.64 2.11 -3.93
H -3.56 0.49 -1.51
H -4.44 1.70 -2.43
H -3.11 2.20 -1.40
H -2.24 -2.31 -3.17
H -3.68 -4.21 -2.54
H -4.31 -4.61 -0.22
H -3.55 -3.11 1.59
```


# 6
DFT (the ωB97M-V functional and the def2-TZVPD basis) results for a molecular structure, C20H45N2P3SSeYb in a non-equilibrium geometry.

Calculated values
- ΔE to the lowest compared entry with this formula, charge and spin: 212.87 kJ/mol
- Total charge: +3
- Spin multiplicity: 2
- HOMO (alpha / beta): -14.87 / -14.82 eV
- Energy: -5879.8268 a.u.

Geometry as XYZ:
```
73
C20H45N2P3SSeYb the ωB97M-V functional and the def2-TZVPD basis
Yb -0.59 -0.26 -2.86
P 3.06 1.07 0.13
P -0.24 0.85 2.46
P -0.85 2.27 -0.13
H -2.20 -2.44 -6.25
C -1.75 -1.53 -6.67
C -0.55 -1.12 -6.19
H 0.04 -1.71 -5.46
C 3.92 -0.51 0.20
C 3.57 2.06 1.53
C 3.61 1.93 -1.37
C -1.87 0.39 3.18
C 0.72 -0.38 3.45
C 0.09 2.39 3.40
C -1.17 2.22 -1.94
C 0.09 3.85 0.04
C -2.48 2.91 0.45
H -2.32 -1.04 -7.44
H -0.10 -0.17 -6.49
H 3.27 -1.31 -0.20
H 4.22 -0.78 1.23
H 4.82 -0.42 -0.44
H 3.44 1.56 2.51
H 3.08 3.06 1.58
H 4.67 2.24 1.38
H 3.69 1.20 -2.18
H 4.58 2.39 -1.18
H 2.87 2.69 -1.62
H -1.90 0.63 4.26
H -2.04 -0.69 3.05
H -2.69 0.90 2.66
H 0.68 -0.12 4.53
H 1.76 -0.42 3.12
H 0.29 -1.39 3.31
H -0.07 2.19 4.47
H -0.57 3.19 3.06
H 1.13 2.70 3.23
H -1.69 3.15 -2.19
H -1.87 1.42 -2.26
H -0.23 2.24 -2.51
H -0.50 4.64 -0.45
H 1.07 3.78 -0.45
H 0.25 4.13 1.08
H -2.70 3.82 -0.11
H -2.47 3.16 1.53
H -3.27 2.17 0.27
C -2.85 -0.90 -1.45
C -2.33 -1.65 -2.52
C -2.45 -0.98 -3.75
C -3.53 -0.11 -4.01
C -4.36 0.19 -2.94
C -3.99 -0.11 -1.64
Se -1.78 -0.68 0.11
H 1.67 0.92 0.19
H -1.57 -2.46 -2.41
H -1.80 -1.34 -4.54
H -3.76 0.18 -5.03
H -5.33 0.67 -3.12
H -4.49 0.33 -0.76
C 2.50 -3.45 3.28
N 2.19 -3.26 1.86
C 0.96 -2.88 1.42
S 0.82 -1.96 0.00
N -0.12 -3.32 2.14
C -0.09 -4.66 2.73
H 2.46 -4.50 3.55
H 1.89 -2.87 3.97
H 3.53 -3.13 3.46
H 2.97 -2.92 1.27
H -1.03 -3.01 1.79
H -1.02 -5.18 2.50
H 0.73 -5.26 2.33
H 0.01 -4.60 3.82
```


# 7
DFT (the ωB97M-V functional and the def2-TZVPD basis) results for a molecular structure, C37H41Br2KN11O10S.

Calculated values
- ΔE to the lowest compared entry with this formula, charge and spin: 0.00 kJ/mol
- Total charge: -1
- Spin multiplicity: 1
- HOMO: -6.16 eV
- Energy: -8935.3323 a.u.

Geometry as XYZ:
```
103
C37H41Br2KN11O10S the ωB97M-V functional and the def2-TZVPD basis
K 0.66 0.03 -0.63
Br 7.49 -2.10 1.22
C 5.68 -1.83 0.72
C 5.38 -1.42 -0.56
C 4.04 -1.22 -0.87
N 3.06 -1.42 0.01
C 3.37 -1.82 1.24
C 4.68 -2.04 1.65
C 2.23 -2.02 2.17
C 2.27 -3.00 3.16
C 1.17 -3.14 3.98
Br 1.15 -4.47 5.32
C 0.06 -2.32 3.81
C 0.12 -1.39 2.79
N 1.17 -1.23 1.99
H 6.15 -1.25 -1.30
H 3.72 -0.88 -1.85
H 4.91 -2.33 2.66
H 3.12 -3.65 3.27
H -0.81 -2.41 4.44
H -0.73 -0.74 2.58
N 2.57 2.36 -3.35
C 2.66 1.32 -4.37
C 1.72 0.15 -4.04
O 1.04 -0.34 -4.96
O 1.73 -0.23 -2.83
H 3.40 2.95 -3.36
H 2.55 1.90 -2.44
H 3.67 0.89 -4.47
H 2.38 1.72 -5.35
C -0.20 4.14 -0.91
C -1.43 4.02 -1.79
N -1.14 3.89 -3.21
C -0.92 5.11 -3.96
C 0.48 5.70 -3.86
C -0.87 2.66 -3.74
C -0.40 2.62 -5.18
N -1.06 1.58 -3.05
H -0.50 4.12 0.14
H 0.35 5.06 -1.09
H 0.48 3.30 -1.08
H -2.08 4.89 -1.66
H -2.00 3.14 -1.49
H -1.66 5.85 -3.62
H -1.16 4.93 -5.01
H 0.67 6.13 -2.88
H 0.61 6.50 -4.60
H 1.24 4.93 -4.04
H -1.20 2.95 -5.85
H -0.11 1.61 -5.44
H 0.45 3.28 -5.33
H -0.76 0.79 -3.62
C -3.90 0.78 -0.87
S -2.50 -0.34 -0.84
C -2.80 -1.10 -2.44
O -2.84 -1.40 0.18
H -4.81 0.19 -0.99
H -3.76 1.47 -1.70
H -3.90 1.32 0.07
H -2.85 -0.32 -3.20
H -3.73 -1.67 -2.37
H -1.96 -1.76 -2.65
O 2.28 3.61 6.26
N 1.09 3.57 6.01
O 0.22 4.00 6.76
C 0.68 3.03 4.74
C 1.63 2.58 3.84
C 1.25 2.09 2.62
C -0.14 1.95 2.20
O -0.53 1.36 1.19
C -1.05 2.52 3.18
C -0.68 3.00 4.40
N -2.48 2.56 2.88
O -2.82 2.82 1.74
O -3.26 2.40 3.80
N 2.33 1.69 1.73
O 3.40 1.38 2.24
O 2.15 1.71 0.53
H 2.68 2.62 4.10
H -1.42 3.36 5.10
C -0.44 -4.22 -2.31
C 0.25 -3.22 -1.64
N 0.30 -3.15 -0.31
C -0.33 -4.07 0.40
C -1.06 -5.12 -0.17
C -1.09 -5.19 -1.56
C -1.68 -6.18 0.65
C -2.36 -6.09 1.79
C -2.78 -4.89 2.55
C -3.07 -3.66 1.97
C -3.51 -2.66 2.81
N -3.67 -2.84 4.13
C -3.37 -4.06 4.58
N -2.94 -5.09 3.87
H -0.46 -4.24 -3.39
H 0.78 -2.45 -2.19
H -0.26 -3.99 1.48
H -1.63 -6.00 -2.04
H -1.54 -7.18 0.25
H -2.66 -7.01 2.27
H -2.96 -3.46 0.92
H -3.74 -1.68 2.41
H -3.48 -4.22 5.64
```


# 8
DFT (the ωB97M-V functional and the def2-TZVPD basis) results for 2 unconnected molecules or ions with the total composition C5H18N7 in a non-equilibrium geometry.

Calculated values
- Total charge: +1
- Spin multiplicity: 1
- HOMO: -12.19 eV
- Energy: -584.2886 a.u.

Geometry as XYZ:
```
30
C5H18N7 the ωB97M-V functional and the def2-TZVPD basis
C -0.24 1.29 1.03
C 0.77 1.85 0.01
C -1.59 0.78 0.45
C -1.38 -0.65 -0.25
C 0.71 -0.30 -1.08
N 1.28 0.86 -0.95
N -2.17 1.75 -0.60
N -1.40 -1.65 0.63
N -2.16 -0.74 -1.33
N 1.06 -1.04 -2.10
N 1.53 -2.44 2.96
N 2.45 1.04 -1.67
H 0.22 0.49 1.47
H -0.18 2.15 1.80
H 0.62 2.86 -0.39
H 1.64 2.08 0.71
H -2.34 0.66 1.29
H -3.13 2.02 -0.43
H -1.53 2.57 -0.88
H -1.10 -1.47 1.64
H -1.30 -2.56 0.26
H -2.45 0.23 -1.68
H -2.39 -1.65 -1.79
H 0.59 -1.96 -2.22
H 1.96 -0.97 -2.62
H 2.56 -2.41 3.15
H 1.29 -3.28 2.48
H 2.35 1.56 -2.47
H 1.06 -2.43 3.78
H 3.26 1.36 -1.18
```